[1]
{"formula": "C4H5NO4", "method": "the ωB97M-V functional and the def2-TZVPD basis", "de_lowest_kj_mol": 384.49, "molar_mass_da": 131.09, "multiplicity": 1, "species": ["C", "C", "N", "C", "C", "O", "O", "O", "O", "H", "H", "H", "H", "H"], "positions_angstrom": [[-0.264, 0.791, -1.293], [-0.133, 1.492, -0.053], [-0.065, -0.044, -0.096], [-1.127, -0.807, 0.576], [1.229, -0.697, -0.098], [-2.323, -0.424, 0.155], [2.175, 0.078, 0.449], [-0.884, -1.633, 1.402], [1.389, -1.787, -0.564], [-2.994, -0.983, 0.575], [3.025, -0.381, 0.367], [0.209, 0.626, -2.245], [0.786, 1.939, 0.333], [-1.024, 1.831, 0.492]], "atomic_forces_ev_per_a": [[-1.649, 0.273, -0.591], [0.631, 0.085, -0.114], [0.298, -0.262, 0.248], [-0.204, -0.299, -0.108], [0.249, -0.339, 0.258], [0.132, 0.027, -0.125], [-0.138, -0.027, -0.026], [0.096, 0.180, -0.105], [-0.139, 0.466, 0.153], [0.198, 0.051, 0.118], [-0.136, -0.045, -0.122], [0.651, 0.065, 0.494], [-0.024, -0.111, 0.065], [0.035, -0.064, -0.145]], "lowdin_charge": [-0.082, -0.074, -0.076, -0.481, -0.503, 0.157, 0.141, 0.172, 0.164, 0.149, 0.145, 0.073, 0.105, 0.111]}

[2]
{"formula": "C11H15Cl2FeO2Tm", "method": "the ωB97M-V functional and the def2-TZVPD basis", "charge": -1, "molar_mass_da": 474.92, "multiplicity": 8, "species": ["Tm", "Cl", "C", "H", "H", "H", "Fe", "C", "C", "C", "H", "H", "H", "H", "H", "H", "H", "H", "Cl", "C", "C", "C", "C", "C", "C", "C", "O", "O", "H", "H", "H", "H"], "positions_angstrom": [[-0.358, -0.459, -0.226], [0.681, -0.743, -2.482], [0.975, -1.883, 0.936], [0.470, -2.167, 1.888], [1.976, -1.509, 1.178], [1.063, -2.763, 0.316], [1.505, 1.575, -1.445], [0.796, 3.081, -2.309], [3.387, 1.829, -1.717], [1.225, 2.028, 0.217], [3.817, 1.990, -0.712], [3.773, 0.897, -2.177], [3.509, 2.692, -2.392], [0.317, 3.731, -1.552], [1.637, 3.574, -2.826], [0.051, 2.704, -3.040], [2.094, 1.840, 0.917], [0.724, 3.035, 0.389], [-6.995, -5.165, 2.119], [-5.735, -4.077, 1.697], [-5.365, -3.056, 2.597], [-4.354, -2.168, 2.245], [-3.742, -2.304, 1.000], [-4.094, -3.319, 0.109], [-5.088, -4.215, 0.458], [-2.642, -1.420, 0.608], [-2.040, -0.596, 1.408], [-2.188, -1.559, -0.607], [-5.872, -2.977, 3.550], [-4.028, -1.375, 2.913], [-3.574, -3.395, -0.843], [-5.372, -5.015, -0.216]], "atomic_forces_ev_per_a": [[-2.028, -0.378, 1.869], [0.650, 0.927, -0.509], [-0.134, 0.179, 0.905], [0.320, 0.095, -0.545], [0.082, -0.122, -0.020], [0.219, -0.556, -0.162], [0.012, -2.673, -2.094], [-1.458, 1.910, -1.115], [1.662, -0.218, 0.432], [-0.179, 0.928, 2.638], [0.357, 0.032, -0.739], [-0.070, 0.441, 0.242], [0.206, -0.407, 0.452], [0.157, -0.021, -0.797], [-0.617, 0.029, 0.205], [0.245, 0.335, 0.255], [-0.944, 0.365, -0.550], [0.624, -1.362, 0.122], [-0.650, -0.567, 0.245], [0.629, 0.638, -0.038], [0.469, 0.283, -0.375], [-1.213, -0.669, 1.124], [2.844, 2.413, -0.760], [-1.032, -1.296, -0.496], [0.277, 0.368, -0.089], [-2.424, -1.906, 1.117], [0.879, 0.827, -0.532], [1.415, 0.588, -1.050], [-0.017, 0.000, 0.028], [-0.097, -0.168, -0.072], [-0.156, -0.021, 0.254], [-0.026, 0.005, 0.055]], "mulliken_spin": [2.083, 0.059, -0.005, 0.002, 0.003, 0.001, 3.713, 0.173, 0.142, -0.300, 0.016, 0.025, 0.016, 0.015, 0.015, 0.029, 0.044, 0.033, 0.022, 0.276, -0.100, 0.201, 0.041, 0.204, -0.101, 0.189, 0.073, 0.037, 0.003, 0.039, 0.046, 0.003]}

[3]
{"formula": "C15H26O2", "method": "the ωB97M-V functional and the def2-TZVPD basis", "smiles": "C=C(CC[C@@H]1C(C)(C)CCC[C@@]1(C)O)C(C)=O", "de_lowest_kj_mol": 216.34, "molar_mass_da": 238.37, "multiplicity": 1, "species": ["O", "O", "C", "C", "C", "C", "C", "C", "C", "C", "C", "C", "C", "C", "C", "C", "C", "H", "H", "H", "H", "H", "H", "H", "H", "H", "H", "H", "H", "H", "H", "H", "H", "H", "H", "H", "H", "H", "H", "H", "H", "H", "H"], "positions_angstrom": [[3.186, -2.962, -2.619], [-0.445, 2.552, 1.770], [3.030, -2.359, -1.560], [1.199, -3.871, -0.851], [1.805, -2.625, -0.760], [3.999, -1.244, -1.215], [1.511, 2.173, 0.622], [-2.261, -1.374, 0.522], [-2.628, 0.687, 1.914], [1.233, -1.652, 0.244], [-2.094, 2.361, -0.687], [0.512, -0.448, -0.372], [-0.588, 2.558, -0.604], [-2.432, 0.851, -0.638], [-0.325, 0.359, 0.748], [0.031, 1.877, 0.640], [-1.891, 0.142, 0.623], [-1.430, 2.515, 1.818], [0.343, -4.099, -0.206], [1.544, -4.656, -1.547], [3.452, -0.272, -1.073], [4.535, -1.533, -0.316], [4.722, -1.159, -2.035], [1.747, 3.156, 1.003], [1.928, 2.176, -0.392], [2.059, 1.502, 1.246], [-3.353, -1.483, 0.550], [-1.832, -2.010, 1.304], [-1.969, -1.760, -0.474], [-3.652, 0.220, 1.983], [-2.099, 0.376, 2.818], [-2.767, 1.760, 1.923], [0.557, -2.149, 0.960], [2.064, -1.304, 0.893], [-2.630, 2.912, 0.092], [-2.352, 2.754, -1.665], [1.305, 0.137, -0.846], [-0.138, -0.836, -1.156], [-0.118, 2.103, -1.474], [-0.295, 3.610, -0.633], [-3.517, 0.761, -0.759], [-1.956, 0.327, -1.486], [0.012, -0.073, 1.698]], "atomic_forces_ev_per_a": [[0.099, 0.200, 1.089], [-1.300, 0.646, 1.398], [-0.292, 0.162, -2.227], [1.177, 1.780, -0.262], [-1.722, -2.879, 0.859], [-0.480, 0.265, -0.016], [0.592, 0.094, -0.604], [0.075, 0.475, -0.734], [-0.533, -1.503, -0.521], [0.583, 0.160, 0.834], [0.655, -0.694, -0.364], [-0.388, -0.054, 0.893], [0.227, -0.805, 0.362], [0.419, 0.331, -0.023], [0.325, -0.208, -2.075], [-0.380, 0.336, -0.484], [-0.350, -0.180, 0.913], [1.565, 0.047, -0.165], [0.316, 0.125, -0.327], [-0.085, 0.645, 0.473], [0.602, -0.909, 0.069], [0.053, 0.310, 0.344], [-0.305, 0.020, 0.220], [-0.427, 0.438, 0.208], [-0.072, -0.336, 0.171], [0.504, -0.729, 0.376], [0.185, 0.073, 0.132], [0.023, 0.250, -0.068], [0.085, 0.007, 0.530], [0.893, 0.547, -0.202], [0.048, 0.182, -0.061], [-0.338, 0.079, 0.066], [0.171, -0.150, -0.525], [-0.305, 0.133, -0.280], [-0.002, 0.040, -0.184], [-0.645, 0.165, -0.037], [-0.499, 0.357, -0.032], [-0.065, 0.187, -0.098], [-0.083, -0.131, -0.306], [-0.063, 0.000, 0.275], [0.099, -0.375, 0.236], [-0.276, 0.402, 0.024], [-0.084, 0.497, 0.124]], "lowdin_charge": [0.057, -0.022, -0.408, 0.114, -0.219, -0.006, -0.025, -0.051, -0.033, -0.190, -0.165, -0.127, -0.126, -0.139, -0.137, -0.544, -0.455, 0.064, 0.067, 0.078, 0.086, 0.084, 0.087, 0.089, 0.086, 0.080, 0.080, 0.084, 0.082, 0.100, 0.092, 0.053, 0.105, 0.124, 0.107, 0.109, 0.087, 0.103, 0.118, 0.128, 0.122, 0.117, 0.143]}

[4]
{"formula": "C38H27AsInN2OS2Te", "method": "the ωB97M-V functional and the def2-TZVPD basis", "charge": 1, "de_lowest_kj_mol": 62.36, "molar_mass_da": 909.12, "multiplicity": 1, "species": ["In", "S", "C", "C", "C", "C", "N", "C", "C", "C", "S", "C", "N", "H", "H", "Te", "C", "C", "C", "C", "C", "C", "C", "C", "C", "C", "C", "C", "H", "H", "H", "H", "H", "H", "H", "H", "H", "H", "O", "As", "C", "C", "C", "C", "C", "C", "C", "C", "C", "C", "C", "C", "C", "C", "C", "C", "C", "C", "H", "H", "H", "H", "H", "H", "H", "H", "H", "H", "H", "H", "H", "H", "H"], "positions_angstrom": [[0.132, 0.423, -0.192], [-1.828, 1.538, -1.127], [-2.923, 0.916, 0.126], [-4.272, 1.149, -0.131], [-5.274, 0.762, 0.751], [-6.624, 1.085, 0.480], [-7.708, 1.381, 0.259], [-4.922, 0.079, 1.928], [-3.581, -0.156, 2.187], [-2.571, 0.261, 1.324], [-0.961, -0.099, 1.916], [-5.901, -0.368, 2.848], [-6.648, -0.756, 3.623], [-4.541, 1.664, -1.041], [-3.296, -0.668, 3.095], [2.148, 1.736, 1.441], [1.691, 3.675, 0.654], [1.340, 4.688, 1.536], [1.105, 5.964, 1.052], [1.219, 6.229, -0.301], [1.555, 5.211, -1.176], [1.778, 3.928, -0.708], [4.252, 1.988, 1.065], [5.065, 2.141, 2.181], [6.413, 2.408, 2.017], [6.944, 2.523, 0.744], [6.133, 2.359, -0.366], [4.786, 2.074, -0.210], [1.252, 4.484, 2.594], [0.827, 6.753, 1.732], [1.036, 7.223, -0.676], [1.632, 5.418, -2.230], [2.026, 3.132, -1.404], [4.643, 2.065, 3.175], [7.047, 2.529, 2.882], [7.992, 2.747, 0.616], [6.550, 2.457, -1.356], [4.163, 1.918, -1.083], [0.605, -1.476, -1.086], [1.560, -1.626, -2.438], [3.391, -1.341, -1.891], [3.664, -1.398, -0.531], [4.958, -1.210, -0.079], [5.963, -0.930, -0.991], [5.692, -0.870, -2.349], [4.406, -1.100, -2.809], [0.929, -0.250, -3.635], [-0.331, -0.451, -4.183], [-0.959, 0.588, -4.846], [-0.317, 1.812, -4.961], [0.939, 2.010, -4.409], [1.566, 0.979, -3.727], [1.335, -3.371, -3.218], [0.555, -4.337, -2.599], [0.399, -5.572, -3.208], [1.024, -5.831, -4.417], [1.814, -4.866, -5.026], [1.977, -3.631, -4.426], [2.846, -1.595, 0.160], [5.180, -1.282, 0.975], [6.965, -0.750, -0.637], [6.481, -0.639, -3.048], [4.184, -1.080, -3.871], [-0.800, -1.428, -4.081], [-1.942, 0.447, -5.269], [-0.793, 2.613, -5.503], [1.432, 2.965, -4.515], [2.559, 1.103, -3.299], [0.083, -4.106, -1.649], [-0.208, -6.336, -2.743], [0.899, -6.794, -4.888], [2.298, -5.083, -5.967], [2.597, -2.864, -4.882]], "atomic_forces_ev_per_a": [[-0.641, -0.595, 0.106], [0.733, -0.265, 0.191], [-0.016, -0.064, 0.201], [-0.103, 0.014, 0.070], [0.880, -0.227, 0.270], [-0.285, 0.082, -0.146], [-0.440, 0.082, -0.108], [0.547, 0.339, -0.647], [-0.196, 0.037, -0.011], [-0.297, 0.067, -0.057], [0.553, 0.081, -0.408], [-0.127, -0.089, 0.213], [-0.353, -0.139, 0.291], [-0.112, 0.038, -0.044], [-0.091, -0.041, 0.047], [0.502, 0.759, -0.405], [-0.171, -0.271, 0.232], [0.071, -0.244, 0.192], [-0.049, 0.063, 0.033], [-0.006, -0.022, 0.011], [-0.026, -0.028, -0.073], [0.096, -0.269, -0.055], [-0.371, -0.271, -0.053], [-0.373, -0.069, 0.136], [0.105, -0.023, 0.009], [0.012, 0.028, 0.010], [-0.032, 0.040, -0.041], [-0.203, 0.057, -0.129], [-0.002, 0.042, 0.026], [-0.022, 0.082, 0.122], [-0.009, 0.101, -0.030], [0.014, 0.000, -0.202], [-0.006, 0.064, 0.018], [0.036, 0.007, 0.057], [0.019, 0.017, 0.081], [0.119, 0.021, -0.015], [0.024, -0.034, -0.126], [0.005, 0.022, -0.020], [-0.469, 0.626, 1.227], [0.820, -0.197, -1.164], [-0.334, 0.049, -0.222], [-0.418, -0.065, 0.176], [0.006, -0.081, -0.067], [0.011, -0.059, 0.048], [0.018, -0.015, -0.067], [-0.224, 0.085, -0.124], [0.202, -0.377, 0.362], [-0.036, -0.338, 0.002], [0.039, -0.091, 0.008], [0.023, 0.025, -0.061], [0.045, 0.060, 0.031], [0.336, -0.055, 0.080], [0.052, 0.297, 0.009], [-0.101, 0.278, 0.314], [0.028, -0.013, -0.008], [-0.021, 0.001, 0.041], [0.059, -0.002, -0.037], [0.034, 0.257, 0.076], [0.187, -0.043, -0.012], [0.024, 0.048, 0.084], [0.176, -0.001, 0.040], [0.076, -0.044, -0.073], [0.109, 0.064, 0.016], [-0.092, 0.191, -0.069], [-0.054, -0.019, -0.045], [-0.081, 0.128, -0.013], [0.034, 0.074, -0.015], [-0.134, 0.105, -0.051], [-0.043, -0.106, -0.093], [-0.033, 0.000, 0.061], [-0.013, -0.070, -0.046], [0.048, 0.019, -0.047], [-0.059, -0.123, -0.109]], "lowdin_charge": [0.243, 0.647, -0.636, -0.062, -0.176, -0.175, 0.194, -0.174, -0.064, -0.655, 0.613, -0.172, 0.195, 0.116, 0.117, 1.462, -0.489, -0.120, -0.060, -0.058, -0.065, -0.145, -0.479, -0.136, -0.064, -0.061, -0.077, -0.143, 0.103, 0.114, 0.114, 0.108, 0.078, 0.096, 0.114, 0.113, 0.113, 0.095, -0.532, 1.241, -0.294, -0.106, -0.066, -0.068, -0.060, -0.093, -0.315, -0.088, -0.054, -0.051, -0.063, -0.108, -0.302, -0.076, -0.057, -0.056, -0.062, -0.093, 0.101, 0.120, 0.116, 0.115, 0.108, 0.121, 0.119, 0.116, 0.112, 0.098, 0.111, 0.115, 0.114, 0.113, 0.104]}

So what do the calculations give for E_tot? Going down the list: -511.01503 -3847.86030 -737.59739 -5139.09568 hartree.